{"formula": "C22H31N3O5", "method": "ωB97M-V/def2-TZVPD", "charge": 0, "homo_ev": -8.13, "energy_ev": -38024.060, "smiles": "CN(C)c1ccc(C=C2C(=O)OC(C)(C)OC2=O)cc1.CN(C)C(=O)[C@@H]1CCCN1", "elements": ["C", "N", "C", "C", "C", "C", "C", "C", "C", "C", "O", "O", "C", "C", "C", "O", "C", "O", "C", "C", "H", "H", "H", "H", "H", "H", "H", "H", "H", "H", "H", "H", "H", "H", "H", "H", "H", "C", "N", "C", "C", "O", "C", "C", "C", "C", "N", "H", "H", "H", "H", "H", "H", "H", "H", "H", "H", "H", "H", "H", "H"], "xyz": [[-5.7673, -0.3518, 1.9094], [-4.7193, -0.5357, 0.9218], [-4.9866, -1.5409, -0.0909], [-3.4064, -0.1493, 1.2375], [-2.5760, -0.9901, 2.0157], [-1.2842, -0.5851, 2.3109], [-0.8062, 0.6561, 1.8489], [0.5754, 1.0830, 2.0147], [1.6212, 0.4150, 1.4488], [2.9362, 1.1074, 1.3755], [3.1007, 2.2858, 1.6135], [3.9819, 0.3397, 0.9365], [3.7980, -1.0775, 1.1428], [4.9908, -1.7654, 0.4595], [3.6545, -1.4246, 2.6156], [2.6467, -1.5030, 0.3757], [1.4933, -0.7908, 0.5621], [0.4991, -1.1173, -0.0375], [-1.6694, 1.5160, 1.1393], [-2.9369, 1.1051, 0.7881], [-5.4593, 0.4432, 2.6018], [-6.6975, -0.0639, 1.4033], [-5.9574, -1.2765, 2.4783], [-4.1450, -1.5855, -0.7977], [-5.1362, -2.5339, 0.3682], [-5.9047, -1.2412, -0.6162], [-2.9803, -1.9505, 2.3524], [-0.6251, -1.2226, 2.8996], [0.7567, 2.1046, 2.3052], [5.0041, -1.4877, -0.6047], [5.9221, -1.4414, 0.9323], [4.8874, -2.8523, 0.5462], [2.7944, -0.9339, 3.0873], [3.5428, -2.5098, 2.7076], [4.5720, -1.1162, 3.1247], [-1.2726, 2.4816, 0.8292], [-3.5957, 1.7265, 0.1759], [-2.5949, 5.4750, 2.8103], [-2.1245, 4.7364, 3.9629], [-2.9796, 4.8112, 5.1402], [-0.9541, 4.0560, 3.8290], [-0.3550, 4.0311, 2.7532], [-0.4418, 3.3218, 5.0730], [-0.2527, 4.2150, 6.3416], [1.2222, 4.0540, 6.7429], [1.7743, 2.9131, 5.8476], [0.8234, 2.7876, 4.7998], [-1.8331, 5.4047, 2.0275], [-3.5405, 5.0450, 2.4497], [-2.7657, 6.5247, 3.0932], [-2.6810, 4.0883, 5.9081], [-2.9507, 5.8227, 5.5768], [-4.0218, 4.6043, 4.8574], [-1.2009, 2.5473, 5.2907], [-0.4889, 5.2654, 6.1288], [-0.9310, 3.8694, 7.1323], [1.7440, 4.9893, 6.5136], [1.3367, 3.8585, 7.8141], [2.7824, 3.1179, 5.4657], [1.8269, 1.9892, 6.4434], [1.0156, 2.1658, 4.0319]], "atomic_forces_ev_per_a": [[0.5, 0.0, -0.2], [-0.8, 0.4, -0.4], [0.3, 0.2, 0.4], [0.8, 0.0, 0.3], [-0.4, 0.6, -0.5], [0.3, 0.4, -0.1], [-1.2, -0.4, 0.4], [1.0, -0.8, -2.0], [-0.7, 0.5, 0.1], [0.6, 1.3, 0.3], [-0.1, -1.4, -0.2], [-0.5, -0.3, 0.6], [0.2, -0.1, -1.0], [-0.4, 0.3, 0.2], [0.2, -0.1, 0.0], [-0.1, 0.5, 0.6], [-0.5, -0.5, -0.3], [0.8, 0.2, 0.5], [0.9, -0.1, 0.2], [-0.4, -0.8, 0.4], [-0.2, -0.2, -0.2], [0.1, 0.0, 0.2], [-0.1, 0.1, 0.1], [-0.4, 0.0, 0.2], [0.0, 0.0, -0.3], [0.2, -0.3, -0.1], [0.2, 0.4, -0.1], [-0.1, 0.1, -0.2], [0.1, 0.3, 0.2], [0.0, -0.1, 0.4], [-0.1, -0.1, -0.1], [0.0, 0.2, 0.0], [0.3, -0.2, -0.1], [0.0, 0.2, 0.0], [-0.2, 0.0, 0.0], [-0.2, -0.1, 0.0], [0.2, -0.2, 0.3], [-0.2, 0.2, -0.1], [-0.2, 0.1, -0.1], [0.2, -0.1, 0.1], [-0.1, 0.3, -0.3], [-0.2, -0.2, 0.8], [-0.8, 0.2, -0.2], [-0.1, -0.2, -0.2], [0.3, 0.2, -0.4], [0.2, -0.2, 1.0], [1.1, -0.1, -0.4], [-0.3, 0.1, 0.2], [0.2, 0.1, 0.0], [0.0, -0.2, -0.2], [-0.1, 0.3, -0.3], [0.0, -0.3, -0.1], [0.3, 0.0, 0.0], [-0.1, 0.0, 0.0], [0.0, -0.3, 0.1], [0.2, 0.1, -0.1], [0.0, -0.2, 0.1], [0.1, 0.0, -0.3], [-0.2, 0.0, 0.1], [0.2, 0.0, 0.1], [-0.3, 0.3, 0.3]], "mulliken_charge": [-0.969, 0.217, -0.950, 0.042, -0.393, -0.455, 0.405, -1.029, 0.352, 0.119, -0.601, -0.387, 1.527, -1.667, -1.270, -0.353, -0.118, -0.559, -0.500, -0.660, 0.274, 0.328, 0.316, 0.272, 0.311, 0.325, 0.397, 0.478, 1.456, 0.390, 0.398, 0.381, 0.244, 0.378, 0.362, 0.477, 0.438, -1.153, 0.202, -1.002, 0.543, -0.741, 0.143, -0.507, -0.725, -0.765, 0.012, 0.293, 0.325, 0.361, 0.327, 0.309, 0.351, 0.247, 0.264, 0.375, 0.282, 0.304, 0.377, 0.374, -0.170]}